Run a
58
Properties=species:S:1:pos:R:3 method="wB97M-V/def2-TZVPD" homo_energy_ev=-8.7 spin_multiplicity=1 orbital_gap_ha=0.338 smiles="CS[C@@H](C)[C@@H](O)C(=O)NCC1(O)CCN(C(=O)Cc2ccc(CO)cc2)CC1" lumo_energy_ev=0.53
H 4.030 -4.014 2.825
C 7.243 -1.390 4.002
O 2.126 -1.964 1.625
C -1.016 1.484 1.555
H 0.538 0.950 -1.330
H 7.958 -1.926 3.379
S 5.879 -0.752 3.014
H 2.430 1.642 2.402
H -9.184 0.761 -5.077
C 4.467 -2.019 1.036
C 0.173 2.320 1.085
C -4.061 1.673 -2.926
H 5.063 -1.341 0.413
H -1.857 2.125 1.803
H 1.402 0.200 2.351
C 0.833 0.419 -0.417
C -7.482 1.542 -4.533
H -5.241 2.976 -4.137
O 4.165 -3.204 0.331
C 5.261 -2.319 2.321
H -0.755 0.895 2.439
H 5.118 -3.505 4.127
H 6.152 -2.869 1.996
C -6.178 -0.103 -3.122
C -2.737 0.052 -1.518
C -5.189 2.009 -3.648
C -3.969 0.437 -2.289
C -6.262 1.126 -3.753
H 1.946 2.720 -0.798
H -3.246 2.381 -2.841
H 7.741 -0.528 4.443
N 3.195 0.014 1.366
C 3.130 -1.339 1.350
C 1.336 1.460 0.584
O 2.334 2.287 -0.029
C -0.373 -0.353 0.115
H -7.002 -0.797 -3.197
C -2.464 0.951 -0.313
N -1.434 0.566 0.504
H 3.667 -2.562 3.760
O -8.391 0.456 -4.630
C 4.473 -3.150 3.323
H -7.955 2.394 -4.030
O -3.144 1.931 -0.071
H -2.826 -0.979 -1.169
H -1.861 0.075 -2.175
H -0.164 2.956 0.260
H 6.889 -2.036 4.804
C -5.038 -0.439 -2.398
H 4.035 0.478 1.066
H 4.976 -3.714 0.235
H -0.078 -0.940 0.988
H -0.733 -1.060 -0.627
H -4.987 -1.405 -1.907
H 1.644 -0.259 -0.684
H 0.526 2.982 1.879
C 2.071 0.830 1.767
H -7.174 1.878 -5.530

---

Run b
58
Properties=species:S:1:pos:R:3 method="wB97M-V/def2-TZVPD" homo_energy_ev=-8.1 spin_multiplicity=1 orbital_gap_ha=0.320 smiles="CCOC(=O)c1c(NC(=O)CCC(=O)N(CC)CC)sc2c1CC(C)(C)OC2" lumo_energy_ev=0.60
C -3.670 1.409 -0.350
C -3.413 -4.039 -0.234
C 3.855 -0.701 -0.282
H -3.498 -5.108 -0.403
C 4.501 2.240 -1.680
O -2.043 -2.332 0.718
H -5.646 0.572 -0.650
C -1.876 0.539 1.124
C 3.310 1.657 -0.919
O 2.624 1.509 2.315
N 1.552 -0.408 1.869
H 4.975 0.830 0.824
C -2.424 2.923 1.105
C -2.123 -3.742 0.506
S 0.223 1.932 1.753
H -3.577 0.031 -2.022
C 0.974 -0.456 -1.791
C 0.354 0.217 1.654
C 2.672 0.300 2.165
H 2.856 -1.245 -2.467
O 0.089 -2.587 1.359
C -1.458 1.815 1.333
H 0.884 -1.226 -1.029
H -5.596 1.929 0.485
H -2.024 0.765 -1.595
H -3.246 1.720 -2.439
H 4.438 1.993 -2.738
H -3.126 2.989 1.955
H 2.384 2.073 -1.324
N 3.232 0.216 -1.055
C -0.868 -1.861 1.143
O -3.136 2.714 -0.097
H 3.354 1.945 0.131
C -0.830 -0.414 1.303
H 2.538 0.422 -3.003
H 3.742 -1.562 2.283
H -1.927 3.887 0.990
H -5.451 2.229 -1.245
H -1.247 -4.064 -0.068
C -3.307 0.373 0.739
H -3.422 -3.526 -1.193
H 0.560 0.473 -1.402
H -4.267 -3.703 0.349
C -5.194 1.539 -0.447
H -3.932 0.552 1.620
H 1.531 -1.421 1.728
C 2.441 -0.279 -2.171
C 3.952 -0.496 2.198
O 3.725 -1.897 -0.479
H 4.511 3.322 -1.576
C -3.092 0.946 -1.693
H 0.398 -0.758 -2.662
H 5.623 -0.820 0.881
H -2.097 -4.246 1.479
H 4.558 -0.168 3.044
C 4.710 -0.222 0.887
H 5.438 1.844 -1.295
H -3.510 -0.628 0.369

---

Quick one: least stable of them? run a

---

Run a
23
Properties=species:S:1:pos:R:3 method="wB97M-V/def2-TZVPD" homo_energy_ev=-8.7 spin_multiplicity=1 orbital_gap_ha=0.344 smiles=CCNCCCS.O lumo_energy_ev=0.70
H 1.558 2.535 -1.591
H 0.538 -2.284 -0.927
C -0.216 -2.004 -0.185
C 0.917 1.127 -0.024
H -1.640 -1.867 -1.760
H 2.700 1.358 -1.168
S -2.647 -0.836 0.240
H 1.168 0.952 -2.156
O -1.247 2.119 2.583
H 1.199 1.891 0.711
H -0.945 -0.308 -1.368
C 0.453 -1.213 0.930
N 1.382 -0.184 0.470
H 2.051 -0.537 -0.203
H -1.319 1.315 2.057
C 1.625 1.483 -1.319
H -0.661 2.661 1.998
H -0.171 1.110 -0.072
H -0.257 -0.772 1.631
C -1.318 -1.232 -0.934
H 1.093 -1.828 1.557
H -0.616 -2.976 0.118
H -3.649 -0.510 -0.586

---

Run b
23
Properties=species:S:1:pos:R:3 method="wB97M-V/def2-TZVPD" homo_energy_ev=-9.1 spin_multiplicity=1 orbital_gap_ha=0.362 smiles=CCCO.NCCS lumo_energy_ev=0.75
H 1.567 -3.460 -0.951
C 1.762 -1.492 -0.164
H 2.247 -3.380 0.673
H -2.759 0.970 1.718
H 2.818 -1.375 -0.448
O 0.927 -0.975 -1.155
H -1.130 0.255 -0.210
H -0.012 -2.826 1.624
H -0.140 0.883 1.115
H 1.610 -0.958 0.787
C -0.150 2.127 -0.633
C -0.833 1.153 0.321
H 1.905 1.766 -0.540
H 1.026 0.042 -1.184
H -0.680 -2.825 -0.026
H -0.074 -4.304 0.685
C 1.473 -2.972 0.019
H 0.050 3.070 -0.116
N 1.111 1.553 -1.138
H -0.810 2.328 -1.475
C 0.099 -3.229 0.616
H 1.321 1.886 -2.066
S -2.271 2.009 1.029

---

Quick one: least stable of them? run a

---

Run a
9
Properties=species:S:1:pos:R:3 method="wB97M-V/def2-TZVPD" homo_energy_ev="-8.8 / -9.0" spin_multiplicity=1 orbital_gap_ha="0.296 / 0.269" lumo_energy_ev="-0.74 / -1.65"
N -1.946 0.227 -0.059
N -0.752 -2.031 0.183
C -0.072 -0.981 0.141
O -3.844 -0.161 -0.009
C -2.684 -0.848 -0.326
H 1.006 -1.044 0.002
C -0.627 0.334 0.168
O -3.080 1.006 0.190
H -0.092 1.246 -0.021

---

Run b
9
Properties=species:S:1:pos:R:3 method="wB97M-V/def2-TZVPD" homo_energy_ev="-8.6 / -8.9" spin_multiplicity=1 orbital_gap_ha="0.274 / 0.291" lumo_energy_ev="-1.18 / -0.98"
C 0.477 -1.741 0.083
C 0.195 0.579 -0.351
O 1.408 -2.321 0.608
C -0.700 -1.014 0.907
N -0.581 0.275 0.624
O -1.399 -1.601 1.664
H 0.762 1.777 -1.859
H -0.443 2.339 -0.685
N 0.280 1.707 -0.992

---

Quick one: least stable of them? run a

---

Run a
9
Properties=species:S:1:pos:R:3 method="wB97M-V/def2-TZVPD" homo_energy_ev=-10.5 spin_multiplicity=1 orbital_gap_ha=0.337 smiles="O=C1C=NC(=O)N1" lumo_energy_ev=-1.38
H 0.200 0.841 1.800
N 0.194 0.496 0.921
C -0.984 0.114 0.265
H -1.324 -0.821 -1.923
C -0.532 -0.687 -0.984
O 2.437 0.035 0.584
C 1.317 -0.038 0.178
O -2.098 0.636 0.230
N 0.790 -0.575 -1.072

---

Run b
9
Properties=species:S:1:pos:R:3 method="wB97M-V/def2-TZVPD" homo_energy_ev=-11.2 spin_multiplicity=1 orbital_gap_ha=0.375 smiles="C=C(C#N)[N+](=O)[O-]" lumo_energy_ev=-0.95
H -0.286 -0.894 1.916
C 1.371 -0.785 -0.030
O -1.137 1.609 -0.738
H -1.778 -0.018 1.246
N 2.418 -1.259 -0.312
C 0.145 -0.162 0.187
N -0.265 0.899 -1.187
C -0.721 -0.266 1.193
O 0.252 0.876 -2.276

---

Quick one: least stable of them? run b